1.
C6H6O3 | ωB97M-V/def2-TZVPD

```
! wB97M-V def2-TZVPD RIJCOSX def2/J DEFGRID3
* xyz 0 1
H -2.30408 1.61274 1.18557
H -0.71732 2.92821 0.06543
C 0.36518 -1.03262 1.68808
O 0.27414 -1.24580 2.91477
C 1.04872 -1.63090 0.56128
C -1.52601 1.76289 0.07929
O 1.85209 -1.22401 -1.66712
H 0.13795 0.80324 -1.83934
C -0.52213 0.63272 0.19017
C 0.91962 -0.97925 -0.60081
H 1.67072 -2.62335 0.55154
H 1.44189 -0.86577 -2.44498
H -2.31622 1.58794 -1.15692
O -0.39134 0.10067 1.41906
C 0.06678 0.17330 -0.94602
*
```

Summary:
gap between HOMO and LUMO: 9.26 eV
ΔE to the lowest compared entry with this formula, charge and spin: 93.99 kcal per mole
lowest unoccupied orbital energy: 0.16 eV

Here are the Löwdin charges for atoms 1 to 5, given in e: number 1, H, carries 0.166; number 2, H, carries 0.178; number 3, C, carries -0.402; number 4, O, carries 0.061; number 5, C, carries 0.057

---

2.
C11H14N2 | ωB97M-V/def2-TZVPD

```
! wB97M-V def2-TZVPD RIJCOSX def2/J DEFGRID3
* xyz 0 1
C -0.78749 -2.72982 0.15173
C -0.53409 0.07151 1.69872
H -0.68606 -0.99590 1.87607
H 0.53831 1.54068 -2.08093
H -0.52731 -0.56707 -1.51150
H 0.08039 0.48158 2.57302
H -1.51257 0.47621 1.82759
C -0.04367 0.36601 0.31429
C 1.12106 1.84506 -1.30966
C -2.34072 0.64372 -0.93824
H -3.11405 0.00456 -1.39758
C 2.63250 2.70971 -0.10684
C 1.69147 -2.02026 -0.23829
C -1.04289 -0.29526 -0.59013
H 2.38079 -1.29548 -0.64524
N 2.19257 2.55046 -1.38077
C 1.89324 1.99482 0.77048
H 1.13627 -3.87713 0.07687
H -1.20591 -3.69065 0.44547
H -2.56205 -1.60589 0.21694
N 0.85035 1.39049 -0.01247
H 3.58517 2.99663 0.18513
H -2.84124 0.99387 0.06317
H -2.12036 1.42678 -1.63630
C -1.51303 -1.64955 0.00613
C 0.74401 -2.91990 -0.13308
H 1.98528 2.15485 1.77543
*
```

Summary:
gap between HOMO and LUMO (spin up / spin down): 7.41 / 8.22 eV
ΔE to the lowest compared entry with this formula, charge and spin: 161.35 kcal per mole
lowest unoccupied orbital energy (spin up / spin down): 0.49 / 0.25 eV

Here are the Löwdin charges for atoms 1 to 5, given in e: number 1, C, carries -0.097; number 2, C, carries -0.051; number 3, H, carries 0.069; number 4, H, carries 0.090; number 5, H, carries 0.126

---

3.
C35H27N10O4S2Ti | ωB97M-V/def2-TZVPD

```
! wB97M-V def2-TZVPD RIJCOSX def2/J DEFGRID3
* xyz -1 3
C -2.15328 -4.53692 -1.76053
C 2.35078 -1.68119 -0.40321
C 1.48123 6.42928 -1.07430
C -0.00531 1.91991 1.44184
N 2.87277 7.21915 -2.88190
C 0.29922 -3.55409 1.99293
C 2.02540 6.27739 -2.34918
C 0.28602 -0.69198 -2.50929
O -1.55015 2.53788 -1.79740
C 0.68210 5.42190 -0.52405
H 1.74185 7.29054 -0.50713
C 0.85131 4.14143 -2.53224
N 0.62316 -2.73221 0.86002
N -0.12174 0.74317 2.14391
C 2.66479 0.52505 0.16696
C 0.21608 0.69209 3.44686
N 0.84496 0.51264 -2.35809
H -0.57005 -4.46305 -4.81834
H 1.13138 1.76358 5.08479
C 0.95227 -4.69232 2.43323
C -0.61234 -2.86820 -3.34340
H -1.98023 -3.18080 4.56295
C -1.78163 -3.29734 -1.26181
C -1.12877 -3.61208 3.99322
C 3.35707 -1.59009 -1.35046
C -5.03977 0.57341 0.47762
H -4.91121 0.01909 2.59789
H 1.73851 -5.09125 1.83279
H 3.58161 -2.48698 -1.89680
H 2.38343 1.43958 0.67424
C -3.03554 -0.00029 -0.75672
C -0.92257 -4.12221 -3.86170
H -2.69175 -5.29508 -1.22818
O -2.88727 -1.18804 3.78338
H -1.88448 -5.97958 -3.33507
N 1.88830 -0.57295 0.29770
C 0.56054 -5.26731 3.66734
H -2.45127 0.03968 -1.64052
H 0.57640 0.98902 -1.48019
O -1.72809 3.97232 0.24354
H 3.52377 6.91274 -3.57969
S 0.38927 -1.58051 -4.02918
C -1.68393 -4.94637 -3.02355
N -0.32342 1.84783 0.12743
N -0.44769 -1.27477 -1.59747
H 2.00905 5.03797 -4.08325
C -0.78690 -3.04869 2.76010
H 1.82335 0.62394 -2.60317
C 4.05269 -0.41440 -1.58009
H 4.29168 1.57254 -0.72334
O 2.21733 -4.05530 -0.15088
C 1.75589 -2.93615 0.10286
C 1.71695 5.12288 -3.05798
N -2.46104 -0.52003 0.31860
H 4.81803 -0.42258 -2.35660
C 0.84200 1.75881 4.05389
H 0.50927 3.32529 -3.13282
N -1.38938 -1.92216 2.16005
C 3.69511 0.65469 -0.72232
H 3.21559 7.88587 -2.22484
S -0.93120 3.13429 -0.64098
H -0.65133 -5.19402 5.38415
C -4.40569 0.04816 1.60619
C 0.35618 4.26778 -1.23205
H 0.24871 5.63179 0.45383
H -2.03800 -2.96944 -0.29434
C -2.44431 -1.24363 2.64935
C -1.01648 -2.45998 -2.08836
H 1.63836 3.71046 3.62367
N 0.55222 3.04217 1.98838
H -6.01705 1.04228 0.58351
Ti -0.30264 -0.92984 0.67709
H 1.17988 -6.11129 3.92878
H -4.71558 0.92991 -1.65408
C -4.33003 0.53789 -0.74164
H 0.02225 -0.29746 3.89026
C -0.42816 -4.72726 4.45539
C -3.15899 -0.51664 1.49859
C 1.02049 2.88011 3.22380
*
```

Summary:
gap between HOMO and LUMO (spin up / spin down): 4.67 / 6.97 eV
ΔE to the lowest compared entry with this formula, charge and spin: 0.00 kcal per mole
lowest unoccupied orbital energy (spin up / spin down): 2.38 / 2.37 eV

Here are the Löwdin charges for atoms 1 to 5, given in e: number 1, C, carries -0.062; number 2, C, carries -0.240; number 3, C, carries -0.031; number 4, C, carries -0.463; number 5, N, carries 0.094

---

4.
C23H48B2ClIO9 | ωB97M-V/def2-TZVPD

```
! wB97M-V def2-TZVPD RIJCOSX def2/J DEFGRID3
* xyz 0 1
C -0.19536 -2.97635 0.18053
H -2.98642 5.63648 -3.49184
O -5.40230 3.98482 -4.46787
C -4.00894 -1.36580 -0.08752
Cl -0.93169 -5.58237 -0.17671
H -0.42865 4.62820 -4.85898
H 3.59126 -0.70572 6.07672
H 9.19028 -1.79836 6.29961
C -7.59706 6.42628 -5.72580
H 0.12418 -3.19524 -0.83986
O 10.05727 -1.09020 3.85072
O -5.43918 -4.25177 0.43869
I -4.21608 0.43525 -1.26316
H -2.49964 -0.47051 1.18678
C 10.98683 -1.96122 4.50727
C -3.46162 -0.97555 1.27737
O -0.91998 4.02167 -2.92775
C -6.01220 4.61988 -5.28317
H -0.59722 -1.96232 0.20049
H 1.22066 -2.13305 1.61578
H -6.91883 6.81734 -6.48519
H -0.98261 1.20153 -4.62940
C -2.44038 5.27972 -4.36466
H 9.69538 -3.69103 4.70994
H -2.53980 2.01571 -4.45289
C 8.40104 -1.40726 5.66503
H -9.36182 6.52204 -6.94561
H -1.22187 2.81669 -5.31941
H 3.21789 0.63190 4.62936
H -5.62029 -3.44138 0.92738
C 2.82170 -1.99498 4.46588
B -2.80912 -3.63798 0.07598
C 5.10658 0.13570 3.67427
H 7.81853 -0.68187 6.22695
H 4.38888 -2.26810 5.86551
H -0.50290 5.85442 -3.60852
H -3.64858 -2.72086 -1.70379
C -1.03252 2.68892 -3.12937
C -8.82882 5.79221 -6.33532
H -5.03127 -1.72343 -0.01347
H -3.34232 -1.87073 1.90203
O 2.21920 -3.00308 4.21616
H 0.87351 -3.82841 1.90027
H -7.87684 7.26160 -5.08626
H -4.13922 -0.29894 1.79781
C -1.45942 2.16676 -4.48226
H 10.62879 -3.63738 3.21394
O -6.90555 5.53170 -4.84589
C 8.87590 -0.73482 4.39607
H 7.74441 -2.23116 5.38217
H -6.46722 3.53079 -7.04285
H -1.31434 -4.10980 1.60697
H -4.80583 4.11268 -6.94386
C -1.00536 4.97015 -3.99744
C -1.31798 -3.95398 0.52031
H -2.96075 4.39707 -4.73057
C 3.59634 0.19519 3.70407
C -3.11251 -2.36756 -0.81283
H -3.11365 -6.32202 1.68375
H -2.22049 -1.85178 -1.17245
B -4.12734 -4.70544 0.54583
H 5.53433 1.13077 3.78994
H -2.47579 6.04986 -5.13809
H 11.94558 -1.71176 4.05618
O -0.84811 1.95310 -2.20153
C 3.42986 -1.75037 5.82937
H 1.92501 -3.35575 0.58006
H -3.72775 -6.81666 0.12762
H 5.50388 -0.49090 4.47216
H 11.42460 -4.05042 4.74060
H -6.10715 5.22432 -7.39857
C 10.66090 -3.42185 4.28150
O 2.99778 -1.09186 3.48164
H -8.57369 4.94105 -6.96673
H -9.49690 5.44191 -5.54911
H -4.87445 -6.57767 1.44807
H 2.77331 -2.19879 6.56999
H 11.05827 -1.71567 5.56746
O 8.20422 0.07795 3.82326
C -5.84392 4.38170 -6.76656
H 3.21890 0.80592 2.88575
C 1.01937 -3.08090 1.12065
C -3.95566 -6.19419 1.00097
H 5.45269 -0.27399 2.72637
*
```

Summary:
structure (SMILES): CC[C@H](Cl)B(C[C@@H](C)I)B(C)O.CCOC(C)=O.CCOC(C)=O.CCOC(C)=O.CCOC(C)=O
gap between HOMO and LUMO: 8.76 eV
lowest unoccupied orbital energy: 0.05 eV

Here are the Löwdin charges for atoms 1 to 5, given in e: number 1, C, carries -0.285; number 2, H, carries 0.090; number 3, O, carries 0.095; number 4, C, carries -0.796; number 5, Cl, carries 0.661